# 1
Entry from the Open Molecules 2025 dataset: 15 unconnected molecules or ions with the total composition C4H38NO15 (the ωB97M-V functional and the def2-TZVPD basis).

Its net charge is -1. As for the HOMO energy: -6.44 eV. The calculation puts the lowest unoccupied orbital energy at 2.553 eV. Its HOMO-LUMO gap is 9.0 eV.

Each line ends with the Löwdin charge.
CARTESIAN COORDINATES (ANGSTROEM)
C -2.89484 -0.23872 1.58568  -0.07
C -2.04797 -1.48040 1.17839  -0.26
N -0.82285 -1.16892 0.39540  -0.05
C 0.01808 -2.37196 0.35046  -0.22
C 0.34816 -3.09928 1.69849  -0.24
O 0.95668 -2.13471 2.53114  -0.17
H -3.47745 -0.54446 2.45510  0.07
H -2.17448 0.60377 1.70978  0.05
H -3.45590 0.22033 0.79425  0.06
H -2.70783 -2.04038 0.44956  0.12
H -2.13746 -2.30333 1.89153  0.09
H -0.21964 -0.55486 0.95088  0.07
H -0.47885 -3.10250 -0.32588  0.10
H 0.98013 -2.14498 -0.13003  0.08
H 1.10728 -3.89412 1.56883  0.11
H -0.61028 -3.35882 2.18504  0.09
H 2.53662 -0.37033 -0.29371  0.00
H 2.76437 -1.58648 -1.02893  0.04
O 2.27954 -0.76028 -1.16337  -0.09
H 0.54385 2.85034 -1.16835  0.00
H 0.34521 2.80810 0.28418  0.01
O -0.17197 3.01735 -0.51086  -0.08
H 1.65771 2.13613 -3.31667  0.06
H 2.27490 2.02757 -1.91255  0.06
O 1.66737 2.56016 -2.45088  -0.04
H 3.39334 -0.78645 2.04373  0.01
H 1.58996 -1.41029 2.13414  0.01
O 2.59639 -0.37473 1.67605  -0.35
H -2.21163 -3.09483 -2.92032  0.00
H -0.70281 -2.85479 -2.41547  0.00
O -1.40287 -3.48220 -2.57203  -0.06
H -2.76442 -0.85759 -2.52484  0.01
H -3.87399 -1.99345 -2.73868  0.04
O -3.21510 -1.43981 -3.15787  -0.07
H 1.14055 0.10877 4.02120  0.01
H 0.85912 1.55231 4.11201  -0.01
O 1.22099 0.84441 4.64351  -0.06
H -0.66365 -0.68973 -1.50229  0.03
H -1.03310 0.78897 -1.52498  0.04
O -1.04133 0.00446 -2.08739  -0.08
H 1.40105 2.96507 2.82554  0.02
H 0.92316 4.25432 2.18424  0.04
O 1.61215 3.58767 2.11358  -0.04
H 0.82449 0.64120 1.82048  0.02
H -0.41749 0.62732 2.72589  0.06
O 0.17314 1.22480 2.23462  -0.08
H 3.36316 2.08869 1.22617  -0.01
H 3.50821 0.58584 0.83746  -0.02
O 3.68201 1.54940 0.49782  -0.14
H 0.74082 -0.87204 -3.78246  0.02
H 1.86172 -1.83508 -3.88967  0.02
O 1.05891 -1.59732 -4.37150  -0.07
H -1.49505 3.81875 1.34655  0.00
H -2.04882 3.23798 0.06769  0.03
O -2.33304 3.56920 0.95249  -0.09
H -0.33019 1.80063 -3.54639  -0.02
H -1.67657 1.15822 -3.94568  0.02
O -1.01950 1.81108 -4.21106  -0.06

***

# 2
Entry from the Open Molecules 2025 dataset: a molecular structure, C43H60ClCsNO9P3Si (the ωB97M-V functional and the def2-TZVPD basis).

Its net charge is -2. As for the HOMO energy: -1.04 eV. The calculation puts the lowest unoccupied orbital energy at 3.667 eV. Its HOMO-LUMO gap is 4.7 eV.

Each line ends with the Löwdin charge.
CARTESIAN COORDINATES (ANGSTROEM)
Cs -1.83693 0.14088 0.72803  1.73
C 2.01270 4.39085 2.69105  -0.12
C 2.43514 2.97980 3.11372  -0.54
C 2.87860 2.93572 4.57385  -0.11
P 1.21657 1.73255 2.45628  1.11
C -0.40642 2.05277 3.37107  -0.54
C -1.26684 2.90420 2.41747  -0.18
C -0.44627 2.69002 4.75958  -0.11
C 1.84242 0.11640 3.11261  -0.37
C 1.63376 -0.23095 4.44988  -0.12
C 2.03834 -1.45336 4.96466  -0.10
C 2.66346 -2.36260 4.12176  -0.10
C 2.86998 -2.04065 2.78644  -0.10
C 2.47633 -0.80613 2.23092  -0.31
Si 2.56040 -0.51904 0.31555  0.74
C 3.67918 1.08047 0.29008  -0.34
C 4.76159 1.25152 1.17458  -0.15
C 5.60129 2.35525 1.12874  -0.11
C 5.35508 3.35628 0.19538  -0.11
C 4.28615 3.22649 -0.67994  -0.11
C 3.44294 2.10788 -0.65271  -0.37
P 2.03243 1.84769 -1.82301  1.07
C 2.85443 0.81353 -3.13816  -0.55
C 1.91840 0.68200 -4.34098  -0.12
C 4.28111 1.15366 -3.56220  -0.10
C 1.63309 3.50222 -2.62285  -0.54
C 1.18738 4.45679 -1.50252  -0.13
C 2.53007 4.21737 -3.64037  -0.12
C 3.90465 -1.87015 -0.21818  -0.27
C 5.28790 -1.57432 -0.16584  -0.10
C 6.29737 -2.50384 -0.37262  -0.11
C 5.96357 -3.82514 -0.62590  -0.12
C 4.62446 -4.14703 -0.75693  -0.18
C 3.59309 -3.19264 -0.63815  -0.38
P 2.07392 -4.04152 -1.31544  1.07
C 0.46106 -3.13429 -1.30444  -0.55
C -0.03710 -3.08548 0.14686  -0.15
C 0.27500 -1.80204 -2.04053  -0.14
C 2.57105 -4.02568 -3.12325  -0.56
C 1.44230 -4.60622 -3.98043  -0.15
C 3.09085 -2.70846 -3.70058  -0.11
H 2.83571 5.09735 2.84662  0.07
H 1.15460 4.75120 3.26722  0.05
H 1.74057 4.41956 1.63205  0.05
H 3.31027 2.73318 2.51550  0.06
H 2.12036 3.33354 5.25250  0.06
H 3.78005 3.55007 4.69205  0.07
H 3.12515 1.92137 4.89211  0.06
H -0.85572 1.06097 3.45983  0.05
H -0.82589 3.89774 2.29686  0.07
H -2.28496 3.01838 2.80976  0.08
H -1.32501 2.44530 1.43525  -0.05
H -0.03339 3.70037 4.75654  0.05
H 0.08206 2.10888 5.51442  0.06
H -1.49128 2.76215 5.08050  0.08
H 1.10064 0.44796 5.10451  0.08
H 1.84522 -1.69792 6.00326  0.09
H 2.97777 -3.33191 4.49930  0.09
H 3.33089 -2.78453 2.14216  0.09
H 4.94199 0.48281 1.92228  0.11
H 6.43422 2.44096 1.81836  0.09
H 5.99270 4.23272 0.14515  0.09
H 4.10998 4.01890 -1.39003  0.07
H 2.88891 -0.16254 -2.64211  0.05
H 1.82863 1.62820 -4.88529  0.07
H 0.90914 0.38298 -4.04171  0.03
H 2.29973 -0.07010 -5.04040  0.07
H 4.33808 2.11730 -4.07681  0.06
H 4.65347 0.38570 -4.25131  0.07
H 4.95656 1.18968 -2.70690  0.07
H 0.72199 3.21737 -3.16109  0.08
H 2.01081 4.69014 -0.82420  0.05
H 0.38509 4.01341 -0.90569  0.07
H 0.81955 5.40053 -1.92386  0.07
H 3.46215 4.59081 -3.21618  0.05
H 1.99207 5.08707 -4.04020  0.07
H 2.78384 3.57729 -4.48654  0.05
H 5.59268 -0.56177 0.05517  0.07
H 7.33701 -2.19931 -0.30128  0.09
H 6.72606 -4.58972 -0.72720  0.09
H 4.35339 -5.17348 -0.98837  0.07
H -0.15010 -3.88816 -1.81665  0.09
H 0.54979 -2.39114 0.75151  0.02
H 0.02435 -4.07174 0.61326  0.07
H -1.08080 -2.76057 0.19372  0.05
H 1.06202 -1.09412 -1.76732  -0.02
H -0.68200 -1.36230 -1.74864  0.04
H 0.24875 -1.93703 -3.12513  0.06
H 3.39965 -4.73740 -3.14579  0.08
H 0.60413 -3.90828 -4.05620  0.06
H 1.06183 -5.54369 -3.56209  0.06
H 1.79652 -4.80695 -4.99792  0.07
H 2.29687 -1.96358 -3.78884  0.04
H 3.50548 -2.87548 -4.70407  0.08
H 3.88120 -2.28469 -3.07705  0.07
O -1.81168 -1.21943 4.78060  -0.33
Cl -2.09546 -1.36249 3.37252  0.59
O -2.72384 -2.63359 3.09633  -0.34
O -2.98636 -0.28173 2.95103  -0.61
O -0.87759 -1.24536 2.59926  -0.62
O -3.00657 -0.77666 -1.30747  -0.23
C -4.05347 -0.23974 -1.60091  -0.25
C -4.34628 1.19138 -1.55606  -0.12
C -5.63116 1.59975 -1.87592  0.03
C -5.99224 2.92454 -1.85187  -0.17
C -5.05195 3.91789 -1.48592  -0.01
C -3.78000 3.56099 -1.17403  0.01
C -3.33787 2.17967 -1.20822  -0.41
O -2.15115 1.88194 -0.94414  -0.37
N -7.34718 3.29914 -2.20449  -0.38
O -7.64453 4.48330 -2.17042  0.03
O -8.13649 2.42304 -2.52319  0.03
H -4.90870 -0.86308 -1.93178  0.13
H -6.37529 0.85865 -2.14582  0.12
H -5.37188 4.95065 -1.46379  0.11
H -3.03681 4.29758 -0.89565  0.11
O -0.81385 1.19497 -3.40718  -0.09
H -0.05612 0.80106 -2.95519  -0.05
H -1.38463 1.44503 -2.65815  0.01

***

# 3
Entry from the Open Molecules 2025 dataset: C5H6O in the gas phase (the ωB97M-V functional and the def2-TZVPD basis).

Its structure (SMILES) is C#C[C@@H]1C[C@H]1O. As for the HOMO energy: -9.41 eV. The calculation puts the lowest unoccupied orbital energy at 0.994 eV. Its HOMO-LUMO gap is 10.4 eV.

Each line ends with the Löwdin charge.
CARTESIAN COORDINATES (ANGSTROEM)
C -2.70655 -0.40186 -0.09174  0.11
C -1.53632 -0.02365 0.05296  -0.12
C -0.20230 0.20491 0.49048  -0.29
C 0.66360 1.26283 -0.13360  -0.04
C 0.90568 -0.23978 -0.44657  -0.29
O 2.02047 -0.82763 0.17893  0.00
H -3.81580 -0.59368 -0.19260  0.05
H -0.10114 0.02584 1.51700  0.13
H 1.43639 1.76594 0.55624  0.14
H 0.10553 1.81142 -0.86125  0.09
H 0.69929 -0.72355 -1.46029  0.17
H 2.76738 -0.47962 -0.21982  0.05

***

# 4
Entry from the Open Molecules 2025 dataset: C4H6S in the gas phase (the ωB97M-V functional and the def2-TZVPD basis).

Its structure (SMILES) is C/C=C/C=S. As for the HOMO energy: -8.72 eV. The calculation puts the lowest unoccupied orbital energy at -0.720 eV. Its HOMO-LUMO gap is 8.0 eV.

Each line ends with the Löwdin charge.
CARTESIAN COORDINATES (ANGSTROEM)
C 1.72531 -0.38880 -0.03515  -0.12
C 0.47014 0.47603 -0.10404  -0.15
C -0.71341 -0.07927 -0.02501  -0.25
C -2.02538 0.46863 0.00049  -0.72
S -3.47080 -0.26340 -0.05810  0.67
H 2.15371 -0.33525 1.07202  0.10
H 1.41922 -1.46963 -0.26578  0.08
H 2.80389 -0.20309 -0.63650  0.13
H 0.49969 1.47304 -0.31988  0.08
H -0.84534 -1.22237 0.08999  0.13
H -2.01702 1.54412 0.28196  0.06

***

# 5
Entry from the Open Molecules 2025 dataset: 2 unconnected molecules or ions with the total composition C8H13NO (the ωB97M-V functional and the def2-TZVPD basis).

As for the multiplicity: 3. Its net charge is +2. The expectation value of S² is 2.008. As for the HOMO energy (alpha / beta): -15.54 / -17.54 eV. The calculation puts the lowest unoccupied orbital energy (alpha / beta) at -6.433 / -11.678 eV. Its HOMO-LUMO gap (alpha / beta) is 9.1 / 5.9 eV.

Each line ends with the Löwdin spin population.
CARTESIAN COORDINATES (ANGSTROEM)
C 0.21137 3.19966 2.10638  0.22
C 0.89610 2.33209 1.28619  0.15
C -1.19079 3.05958 1.86285  0.43
C -0.13632 1.73381 0.62215  0.41
C -2.27635 3.55450 2.48518  0.64
C 1.74567 -3.42963 -1.93733  0.00
C 1.27131 -2.58019 -0.83108  0.00
C 0.15303 -1.86341 -0.77656  0.00
N -0.83192 -1.85357 -1.88932  0.00
O -1.38607 2.05700 0.84208  0.08
H 0.58004 3.92579 2.74192  0.01
H 1.92170 2.26635 1.38108  0.00
H -3.21879 2.99983 2.24307  0.02
H -2.22661 4.35324 3.13599  0.03
H 1.15309 -3.29767 -2.84468  0.00
H 1.69291 -4.58762 -1.74716  0.00
H 2.77172 -3.16737 -2.26085  0.00
H 0.03402 1.10247 -0.27999  0.01
H 1.99716 -2.58853 0.00256  0.00
H -0.22522 -1.56840 0.11847  0.00
H -0.37794 -2.56473 -2.40893  0.00
H -0.79581 -0.88954 -2.33138  0.00
H -1.76232 -2.19366 -1.52064  0.00

***

# 6
Entry from the Open Molecules 2025 dataset: C3H4INO in the gas phase (the ωB97M-V functional and the def2-TZVPD basis).

As for the HOMO energy (alpha / beta): -7.87 / -7.88 eV. The calculation puts the lowest unoccupied orbital energy (alpha / beta) at -0.524 / -0.523 eV. Its HOMO-LUMO gap (alpha / beta) is 7.3 / 7.4 eV.

Each line ends with the Löwdin charge.
CARTESIAN COORDINATES (ANGSTROEM)
C -1.03455 -1.01821 0.26029  -0.49
C -0.73844 -0.19191 1.41858  0.03
C 1.10709 -0.37751 -0.20107  -0.75
N 0.45170 -1.50668 -0.22226  0.02
O -2.01526 -1.35794 -0.34198  0.05
I 3.11985 -0.05214 -0.00383  0.87
H -1.58688 0.32741 1.75804  0.04
H 0.05240 -0.38919 2.01849  0.00
H 0.63370 0.60651 -0.35034  0.05
H 0.84900 -2.44237 -0.59366  0.19

***

# 7
Entry from the Open Molecules 2025 dataset: a molecular structure, C31H37N8O4ReSSe (the ωB97M-V functional and the def2-TZVPD basis).

As for the multiplicity: 2. Its net charge is +3. The expectation value of S² is 0.799. As for the HOMO energy (alpha / beta): -14.81 / -14.82 eV. The calculation puts the lowest unoccupied orbital energy (alpha / beta) at -9.576 / -9.092 eV. Its HOMO-LUMO gap (alpha / beta) is 5.2 / 5.7 eV.

Each line ends with the Löwdin spin population.
CARTESIAN COORDINATES (ANGSTROEM)
Re -1.37033 0.59267 0.39639  0.92
C -3.79429 0.96128 -2.07845  0.00
C -4.36703 0.77526 -0.71976  0.01
C -5.74200 0.88235 -0.54432  0.00
C -6.30406 0.74538 0.70428  0.01
C -5.46767 0.49025 1.77711  0.00
C -4.11407 0.37681 1.55684  0.01
N -3.54399 0.50897 0.32050  -0.01
C -3.18622 0.17965 2.67791  0.00
C -3.52693 -0.27042 3.94220  0.00
C -2.52064 -0.41610 4.88235  0.00
C -1.20706 -0.10907 4.55462  0.00
C -0.93145 0.34098 3.27767  0.00
N -1.91700 0.46905 2.38022  0.00
C 0.38537 0.77839 2.77348  0.01
C 1.44208 0.96862 3.62289  0.00
C 2.61623 1.52825 3.12508  0.00
C 2.65668 1.89434 1.80626  0.00
C 1.56214 1.67549 0.96632  0.00
C 1.67993 2.09252 -0.45495  0.00
N 0.44203 1.08902 1.43831  -0.01
H -4.56957 1.27412 -2.77390  0.00
H -3.36528 0.02237 -2.42891  0.00
H -3.01656 1.71999 -2.05221  0.00
H -6.35939 1.08763 -1.40673  0.00
H -7.37041 0.85130 0.84804  0.00
H -5.86349 0.41980 2.77860  0.00
H -4.54817 -0.51826 4.18894  0.00
H -2.75800 -0.77423 5.87488  0.00
H -0.42090 -0.23006 5.28389  0.00
H 1.35335 0.72563 4.67019  0.00
H 3.46021 1.70407 3.77770  0.00
H 3.53009 2.37221 1.38828  0.00
H 2.44792 2.85790 -0.54066  0.00
H 0.74347 2.48423 -0.83519  0.00
H 1.99973 1.22667 -1.04184  0.00
O -2.78730 3.09157 1.83009  0.02
C -2.16329 3.39273 0.85553  0.01
O -1.52135 2.51666 0.05646  0.07
H -2.03757 4.42589 0.50704  0.00
N -0.66174 -4.90667 0.37802  0.00
C -0.56117 -3.63197 1.16518  0.00
C -1.18437 -2.53015 0.30878  0.01
O -1.64321 -2.81605 -0.78028  0.01
O -1.11235 -1.38436 0.89164  0.04
H 0.25335 -5.30177 0.15935  0.00
H -1.13610 -4.62370 -0.50861  0.00
H -1.21935 -5.62427 0.84190  0.00
H 0.48681 -3.39528 1.35128  0.00
H -1.08432 -3.73655 2.11256  0.00
C 6.92791 -3.26068 1.11000  0.00
C 6.06640 -2.14584 0.62146  0.00
C 6.51281 -0.98648 0.06171  0.00
C 5.55302 -0.04941 -0.37009  0.00
N 4.24867 -0.23458 -0.23704  0.00
C 3.79962 -1.37671 0.31853  0.00
S 2.15800 -1.71305 0.52668  0.00
N 4.72236 -2.29950 0.72822  0.00
C 6.00726 1.21989 -1.01506  0.00
H 7.97454 -2.97182 1.08483  0.00
H 6.79749 -4.14048 0.47739  0.00
H 6.66358 -3.53588 2.13156  0.00
H 7.56972 -0.80074 -0.05213  0.00
H 4.34555 -3.15173 1.12345  0.00
H 6.57219 0.99464 -1.92087  0.00
H 6.68043 1.76419 -0.35133  0.00
H 5.15645 1.84448 -1.27182  0.00
C -1.79217 -1.51009 -4.40333  0.00
N -1.49733 -0.07552 -4.44608  0.00
C -1.72564 0.71717 -5.54707  0.00
C -1.38697 1.97929 -5.20207  0.00
N -0.96184 1.94143 -3.89304  0.00
C -0.45916 3.10494 -3.16223  0.00
C -1.04738 0.68650 -3.43522  -0.01
Se -0.46511 -0.06325 -1.77091  -0.09
H -1.46986 -1.95297 -5.34167  0.00
H -2.86224 -1.65850 -4.27158  0.00
H -1.25330 -1.96323 -3.57661  0.00
H -2.09700 0.31662 -6.47342  0.00
H -1.39324 2.89084 -5.77265  0.00
H -0.89384 3.99527 -3.60883  0.00
H 0.62477 3.14975 -3.24734  0.00
H -0.75846 3.03227 -2.11843  0.00

***

# 8
Entry from the Open Molecules 2025 dataset: C3H7NO2 in the gas phase (the ωB97M-V functional and the def2-TZVPD basis).

Its structure (SMILES) is C=C(O)N(C)O. As for the HOMO energy: -8.04 eV. The calculation puts the lowest unoccupied orbital energy at 0.733 eV. Its HOMO-LUMO gap is 8.8 eV.

Each line ends with the Löwdin charge.
CARTESIAN COORDINATES (ANGSTROEM)
C 1.40785 -0.86160 0.07977  0.05
C 0.72107 0.27276 -0.05667  -0.43
O 1.31986 1.50932 -0.07931  0.05
N -0.63552 0.36946 -0.31655  -0.17
C -1.48959 -0.75507 -0.03485  -0.06
O -1.24411 1.56830 0.16719  -0.01
H 2.48097 -0.84635 0.14319  0.05
H 0.93407 -1.82025 0.10434  0.04
H 2.27268 1.39241 -0.01335  0.11
H -2.51185 -0.42632 -0.20717  0.09
H -1.24690 -1.55594 -0.72998  0.09
H -1.39467 -1.11592 0.99502  0.10
H -0.61384 2.26922 -0.05162  0.09

***

What E_tot values result from the calculations? In sequence: -1358.57433, -4200.02168, -269.23013, -554.11474, -441.78477, -544.27902, -4819.70480, -323.65623 hartree.
What M values result from the calculations? In sequence: 340.34, 1024.32, 82.10, 86.16, 139.20, 196.97, 882.92, 89.09 g mol⁻¹.